Below is a cluster of 7 separate species, C23H47IO9S7 in total, with properties calculated with the ωB97M-V functional and the def2-TZVPD basis.

Properties
2S+1   1
Kohn-Sham gap   0.292 Eh
Lowest unoccupied orbital energy   -0.00307 Ha

Geometry as XYZ:
```
87
Properties=species:S:1:pos:R:3:forces:R:3:lowdin_charge:R:1
O 5.9650 -1.7097 -3.1968 1.3 -0.2 1.4 0.042
C 5.0981 -1.8327 -3.9609 -0.9 1.2 -1.5 -0.834
I 3.8488 -3.6224 -3.9014 0.0 0.3 -0.2 0.778
C 4.8188 -0.7420 -5.0371 -0.8 -0.7 -0.7 -0.120
C 3.5637 0.0874 -4.7284 0.3 -0.1 -0.2 -0.143
C 3.0478 0.2187 -3.5068 -0.8 0.3 -0.3 0.060
C 1.7533 1.0560 -3.4068 0.4 -1.6 -1.4 -0.342
O 1.5403 1.8212 -2.5240 -0.3 0.7 0.9 0.103
C 0.7699 0.8374 -4.5807 -0.4 0.1 0.2 -0.153
C -0.7465 0.7285 -4.3085 0.5 -0.8 0.9 -0.142
C -1.2917 -0.5044 -5.0976 0.0 0.4 -0.4 -0.247
C -0.4760 -1.8145 -4.9076 -0.6 -1.0 -0.3 -0.518
S 0.0470 -2.0804 -3.1469 0.1 -0.1 -0.3 0.709
C 1.2935 0.7143 -5.8046 1.0 -0.1 0.5 0.058
C 2.8288 0.8041 -5.8880 -1.4 -0.9 1.0 -0.316
O 3.3923 1.4053 -6.7501 0.7 0.2 -0.8 0.122
H 4.6244 -1.3050 -5.9810 0.2 0.5 0.5 0.121
H 5.7310 -0.1244 -5.1706 -0.5 -0.4 0.2 0.137
H 3.4890 -0.2701 -2.6257 -0.3 0.5 -0.2 0.131
H -0.8841 0.5034 -3.2233 0.1 0.4 -0.6 0.082
H -1.2783 1.6755 -4.5180 0.2 -0.6 -0.1 0.125
H -1.2739 -0.2282 -6.1781 0.0 -0.5 0.6 0.097
H -2.3520 -0.7393 -4.8698 0.6 0.5 0.2 0.113
H -1.1791 -2.6526 -5.1137 0.5 0.5 0.0 0.069
H 0.3526 -1.9322 -5.6278 -0.3 0.3 0.5 0.052
H 0.4894 -3.3780 -3.1889 -0.3 0.7 -0.4 -0.149
H 0.6764 0.5392 -6.7002 0.6 0.3 0.3 0.127
C -0.3487 1.5328 0.7670 -0.1 0.1 -0.1 -0.260
S 0.0530 0.1114 -0.2596 0.1 -0.1 0.1 0.773
O -1.2336 -0.4524 -0.7651 -0.1 0.2 0.2 -0.587
C 0.6013 -0.9307 1.0993 -0.1 -0.1 0.1 -0.254
H -0.7563 2.3144 0.1260 0.1 -0.1 -0.1 0.053
H -1.0884 1.2530 1.5155 0.1 -0.1 0.0 0.028
H 0.5566 1.8982 1.2527 0.0 0.0 0.0 0.052
H -0.2035 -1.0482 1.8262 0.0 0.1 0.0 0.064
H 1.4720 -0.4776 1.5729 0.0 0.0 0.0 0.024
H 0.8735 -1.9069 0.6992 0.0 0.1 -0.1 0.051
C -1.3515 3.6677 5.6849 0.1 0.1 0.1 -0.261
S -2.2072 2.4837 4.6333 -0.2 0.1 0.0 0.808
O -1.1771 1.8100 3.7890 0.1 0.1 0.2 -0.570
C -3.0269 3.7100 3.6052 0.0 0.2 -0.1 -0.259
H -0.7358 3.1146 6.3937 -0.1 -0.1 0.0 0.041
H -0.7163 4.3124 5.0760 0.0 -0.1 -0.1 0.059
H -2.0851 4.2641 6.2289 -0.1 -0.1 0.0 0.053
H -2.2826 4.3507 3.1301 0.1 -0.1 0.0 0.060
H -3.7022 4.3041 4.2220 0.0 -0.1 0.1 0.026
H -3.5994 3.1872 2.8400 0.1 -0.1 0.1 0.055
C -7.7257 3.2009 5.7719 0.0 0.0 -0.1 -0.269
S -6.2901 3.4905 6.8190 -0.1 -0.1 0.1 0.817
O -5.2980 4.2538 6.0101 0.0 -0.1 -0.1 -0.567
C -5.7406 1.7761 6.8618 0.0 -0.1 -0.1 -0.269
H -8.2075 4.1582 5.5795 0.1 0.0 0.1 0.051
H -7.4116 2.7548 4.8274 0.1 0.0 0.0 0.059
H -8.4237 2.5407 6.2876 0.0 0.0 0.0 0.054
H -5.5535 1.4211 5.8476 0.0 0.1 0.0 0.056
H -6.5036 1.1625 7.3419 0.0 0.1 0.0 0.054
H -4.8191 1.7262 7.4399 0.0 0.1 0.0 0.049
C -2.2310 -2.5622 -9.5317 -0.1 0.1 0.0 -0.270
S -0.4326 -2.6594 -9.5475 0.0 0.0 0.0 0.814
O 0.0431 -2.2932 -8.1855 -0.1 0.1 0.0 -0.558
C -0.1778 -1.2258 -10.6078 0.0 0.1 0.0 -0.270
H -2.6104 -3.3535 -8.8869 0.1 0.0 0.0 0.050
H -2.5465 -1.5930 -9.1431 0.1 0.0 0.0 0.056
H -2.6115 -2.7053 -10.5436 0.0 0.0 0.0 0.052
H -0.6250 -0.3423 -10.1504 0.0 -0.1 0.1 0.057
H -0.6252 -1.4124 -11.5847 0.0 0.0 0.0 0.053
H 0.8940 -1.0723 -10.7237 0.0 -0.1 0.1 0.051
C 2.2010 1.2775 5.6235 -0.1 0.0 0.2 -0.261
S 2.7897 0.7231 4.0166 -0.1 0.1 0.0 0.809
O 2.6786 -0.7623 3.9905 0.1 0.1 0.1 -0.555
C 4.5215 1.1277 4.3011 0.1 -0.1 0.1 -0.264
H 1.1309 1.0807 5.6795 0.0 0.0 -0.2 0.038
H 2.7158 0.7313 6.4152 0.0 0.0 -0.1 0.060
H 2.3796 2.3487 5.7255 0.0 0.0 -0.1 0.055
H 4.8885 0.5916 5.1772 -0.1 0.0 0.0 0.059
H 4.6233 2.2036 4.4470 -0.1 0.0 0.0 0.053
H 5.0921 0.8255 3.4241 -0.1 0.0 0.0 0.051
C 3.0486 -3.7945 4.9262 -0.1 -0.1 -0.1 -0.278
S 2.4921 -3.7767 6.6379 0.1 0.0 -0.1 0.794
O 3.3213 -4.7608 7.3877 -0.1 0.0 -0.1 -0.565
C 0.8957 -4.5497 6.3197 -0.1 -0.1 0.0 -0.276
H 4.0565 -3.3857 4.8880 -0.1 0.1 0.1 0.051
H 3.0572 -4.8190 4.5505 0.0 0.0 0.1 0.057
H 2.3864 -3.1755 4.3215 0.1 0.1 0.1 0.030
H 1.0426 -5.5247 5.8535 0.1 0.0 0.0 0.056
H 0.3041 -3.9051 5.6684 0.0 0.0 0.0 0.052
H 0.3803 -4.6752 7.2709 0.1 0.0 0.0 0.045
```
Positions in Å, forces in eV/Å.

***

Below is a cluster of 3 separate species, C23H48BN2O5 in total, with properties calculated with the ωB97M-V functional and the def2-TZVPD basis.

Properties
2S+1   1
Kohn-Sham gap   0.252 Eh
Charge   -1
Lowest unoccupied orbital energy   0.08748 Ha

Geometry as XYZ:
```
79
Properties=species:S:1:pos:R:3:forces:R:3:lowdin_charge:R:1
B -1.3330 0.5860 -1.3756 -0.1 0.2 -0.4 -0.427
C -0.0934 0.8583 -2.4218 -0.5 0.4 0.5 -0.240
O 1.2126 0.3252 -2.0234 0.0 -0.1 -0.2 -0.095
C 1.3582 -1.0055 -2.0150 0.2 -0.2 0.1 -0.239
C 0.6547 -1.8622 -2.8608 -0.1 -0.3 -0.1 0.030
C 0.8712 -3.2385 -2.8773 0.1 -0.1 0.1 -0.286
C 0.0903 -4.1098 -3.8298 0.4 0.3 -0.1 -0.063
C 1.8244 -3.7862 -2.0283 0.1 0.5 0.1 -0.078
C 2.5296 -2.9348 -1.1788 -0.2 0.1 -0.2 -0.051
C 2.3162 -1.5594 -1.1433 0.1 -0.3 0.3 -0.137
C 3.1635 -0.7260 -0.2005 -0.2 0.3 -0.2 -0.354
C 2.4172 0.4321 0.5001 0.8 0.0 -0.1 -0.047
C 4.3801 -0.1962 -0.9788 -0.5 -0.3 0.1 -0.064
H -1.9287 -0.4528 -1.6235 0.1 -0.3 0.2 -0.012
H -2.1245 1.5080 -1.5786 0.0 0.0 -0.1 0.001
H -0.9735 0.6800 -0.2115 0.1 -0.2 0.1 -0.005
H 0.0707 1.9343 -2.4630 0.3 0.1 0.0 0.074
H -0.3310 0.5707 -3.4511 0.2 -0.2 -0.1 0.064
H -0.0777 -1.4657 -3.5456 -0.1 0.2 0.0 0.109
H -0.9555 -4.1759 -3.5420 -0.1 -0.1 0.0 0.075
H 0.1590 -3.6835 -4.8297 -0.2 0.0 -0.1 0.071
H 0.5320 -5.1002 -3.8919 -0.1 -0.2 0.1 0.062
H 2.0458 -4.8438 -2.0164 -0.1 -0.1 -0.1 0.091
H 3.2814 -3.3666 -0.5300 0.1 0.1 0.2 0.102
H 3.5200 -1.3877 0.5875 0.1 -0.3 0.0 0.113
H 1.3408 0.3396 0.4593 -0.2 0.0 0.2 0.063
H 2.7015 1.3618 0.0122 -0.3 0.2 -0.1 0.072
H 2.7894 0.5076 1.5236 -0.2 0.0 0.2 0.056
H 5.1319 0.2181 -0.3102 0.1 0.1 0.0 0.065
H 4.7978 -1.0070 -1.5718 0.3 0.0 0.0 0.072
H 4.0152 0.5666 -1.6628 0.1 0.2 -0.1 0.077
C -3.8986 -0.0517 -3.7501 -0.1 -0.1 0.0 -0.127
O -4.5291 0.9246 -2.9509 -0.2 -0.2 -0.3 -0.197
C -4.7266 2.1760 -3.5714 0.1 0.2 0.3 -0.226
C -6.1893 2.4131 -3.8961 0.0 -0.1 -0.1 -0.218
N -6.6537 1.5431 -4.9709 -0.1 -0.1 0.1 -0.052
C -8.1018 1.4912 -5.1436 0.2 -0.1 -0.1 -0.209
C -8.9713 1.0410 -3.9712 -0.2 0.1 -0.1 -0.238
O -8.8620 -0.3285 -3.6382 0.1 0.0 0.0 -0.186
C -7.7373 -0.6742 -2.8438 -0.1 -0.1 -0.1 -0.092
H -3.5634 -0.8527 -3.0979 0.0 0.1 0.1 0.072
H -4.5905 -0.4770 -4.4941 0.1 0.1 -0.1 0.069
H -3.0232 0.3486 -4.2683 0.0 0.0 0.0 0.089
H -4.0978 2.2839 -4.4609 -0.1 -0.1 -0.1 0.123
H -4.4091 2.9354 -2.8501 0.0 0.0 0.0 0.121
H -6.3241 3.4562 -4.2037 0.0 0.0 0.0 0.118
H -6.7506 2.2636 -2.9649 0.0 0.1 0.0 0.101
H -6.3141 0.6059 -4.8026 0.1 0.0 0.0 0.066
H -8.2993 0.8081 -5.9743 -0.1 0.0 0.0 0.116
H -8.4433 2.4836 -5.4602 0.0 0.0 0.1 0.112
H -10.0130 1.1825 -4.2748 0.0 0.0 0.0 0.116
H -8.8239 1.6635 -3.0803 0.1 0.0 0.0 0.109
H -7.4833 0.1130 -2.1309 0.1 0.0 0.0 0.090
H -6.8653 -0.9030 -3.4595 0.1 0.1 0.1 0.072
H -7.9934 -1.5768 -2.2887 -0.1 0.0 0.0 0.086
C 3.5458 -0.5287 8.3617 -0.1 0.0 -0.1 -0.118
O 3.1933 0.6114 7.6072 0.1 -0.1 0.1 -0.188
C 4.0884 1.7088 7.7218 -0.1 0.2 -0.1 -0.219
C 4.9140 1.9053 6.4665 0.1 -0.2 0.0 -0.218
N 5.8903 0.8383 6.2878 -0.1 0.0 -0.1 -0.054
C 6.5363 0.8005 4.9756 0.0 -0.1 0.2 -0.200
C 5.6744 0.6474 3.7248 0.1 0.1 -0.2 -0.232
O 5.0714 -0.6192 3.5680 0.0 0.0 0.1 -0.183
C 3.8836 -0.8299 4.3079 0.0 -0.2 -0.1 -0.099
H 2.6765 -1.1841 8.3864 0.0 0.0 0.0 0.089
H 4.3755 -1.0838 7.9103 0.1 0.0 0.1 0.074
H 3.8127 -0.2613 9.3887 0.0 0.0 0.0 0.085
H 4.7281 1.6036 8.6040 0.1 -0.1 0.0 0.119
H 3.4710 2.6004 7.8633 0.0 0.0 0.0 0.120
H 5.4450 2.8596 6.5444 0.0 0.0 0.0 0.122
H 4.2141 1.9803 5.6252 0.0 0.1 0.0 0.106
H 5.4394 -0.0517 6.4485 0.0 0.0 0.0 0.066
H 7.2354 -0.0393 4.9929 0.0 0.0 0.0 0.118
H 7.1363 1.7108 4.8683 0.0 0.0 0.0 0.115
H 6.3425 0.7566 2.8665 0.0 0.0 0.0 0.121
H 4.9245 1.4423 3.6302 -0.1 0.0 0.1 0.113
H 3.2865 0.0811 4.3922 0.0 0.0 0.0 0.090
H 4.0983 -1.2264 5.3054 -0.1 0.1 0.1 0.069
H 3.2940 -1.5778 3.7784 0.0 0.0 -0.1 0.091
```
Positions in Å, forces in eV/Å.

***

Below is a cluster of 3 separate species, C23H48N5O8PS2 in total, with properties calculated with the ωB97M-V functional and the def2-TZVPD basis.

Properties
Structure (SMILES)   CCCCN(CCCC[C@]1(CCP(=O)(OCC)OCC)COC(=O)O1)C(=S)SCCC.NC(N)=O.NC(N)=O
2S+1   1
Relative energy (zero: lowest compared OMol25 entry of this formula, charge and spin)   35.8 kcal per mole
Kohn-Sham gap   0.291 Eh
Lowest unoccupied orbital energy   -0.00903 Ha

Geometry as XYZ:
```
87
Properties=species:S:1:pos:R:3:forces:R:3:lowdin_charge:R:1
C -0.2122 5.5154 0.8383 0.2 0.4 -0.1 -0.125
C -1.6168 5.6821 0.2345 -0.2 -0.4 0.4 -0.244
C -2.5573 4.4764 0.4745 0.9 -0.5 0.2 -0.177
C -1.7837 3.1388 0.3863 0.6 0.8 -1.0 -0.251
N -2.6325 2.0338 -0.0509 0.2 0.1 0.8 -0.215
C -1.9178 1.0034 -0.8246 -0.7 -0.2 0.3 -0.175
C -0.7635 0.3080 -0.0779 0.9 -0.2 -1.0 -0.146
C 0.3042 -0.1479 -1.1339 -0.4 0.4 0.4 -0.148
C 1.6690 0.5462 -0.9588 -0.1 -0.6 -0.2 -0.104
C 2.6834 -0.2384 -0.1221 1.2 0.4 -1.4 -0.416
C 4.1146 0.3679 -0.3205 -0.5 -0.1 0.7 -0.122
C 5.0786 0.2017 0.8871 -1.3 0.5 -0.7 -0.145
P 5.4918 1.6385 1.9538 2.0 -0.6 1.7 0.506
O 6.8517 1.3811 2.4072 1.4 -0.3 -0.1 -0.270
O 5.5220 3.0690 1.2373 -1.9 -0.7 0.2 -0.158
C 4.3147 3.6421 0.7035 -0.6 0.6 -0.8 -0.258
C 2.9990 3.2500 1.3629 0.4 0.3 0.7 -0.068
O 4.5932 1.6553 3.3140 -0.2 0.3 -1.7 -0.229
C 4.7505 0.4579 4.1048 -1.4 -0.4 0.9 -0.253
C 3.3445 -0.1618 4.3300 0.4 0.5 -0.5 -0.053
C 2.8474 -1.6753 -0.6110 -1.5 -0.8 0.1 -0.064
O 1.9683 -2.4438 0.2578 0.6 1.8 -0.1 0.031
C 1.8454 -1.6599 1.3910 0.5 -0.8 -2.1 -0.579
O 1.4985 -2.1512 2.3767 -1.3 -0.7 3.2 0.203
O 2.1954 -0.3718 1.2187 0.5 -0.2 -0.5 0.099
C -3.4187 1.4954 0.9599 -0.9 -0.2 0.3 -1.069
S -3.0401 1.3700 2.5312 0.0 0.4 0.1 0.732
S -5.0249 0.8276 0.4118 0.2 -0.3 -1.0 0.832
C -6.2654 2.0242 1.0032 -0.6 0.1 1.2 -0.475
C -7.0470 1.3997 2.1949 0.5 -0.4 -0.3 -0.331
C -8.1913 0.4988 1.7140 0.5 -0.1 0.3 -0.123
H 0.2106 6.4927 1.0880 0.0 0.0 0.0 0.072
H -0.1926 4.9259 1.7576 -0.1 0.0 -0.1 0.074
H 0.4833 5.0753 0.1197 -0.1 -0.2 0.1 0.055
H -2.0842 6.5581 0.6901 0.0 0.0 -0.2 0.100
H -1.5311 5.8493 -0.8420 0.0 0.1 0.1 0.105
H -2.9759 4.5458 1.4825 -0.4 0.1 -0.2 0.106
H -3.3192 4.4395 -0.3045 -0.3 0.1 0.3 0.112
H -1.0421 3.2854 -0.4121 -0.1 -0.2 0.0 0.123
H -1.2004 2.9419 1.2894 -0.3 -0.2 0.0 0.080
H -2.6541 0.2348 -1.0862 0.0 0.1 -0.2 0.113
H -1.6025 1.4734 -1.7573 0.2 0.0 0.1 0.121
H -0.2484 0.9515 0.6374 -0.3 0.1 0.0 0.099
H -1.0910 -0.5829 0.4590 -0.3 0.2 0.1 0.114
H 0.3722 -1.2361 -1.1131 0.3 0.1 0.0 0.090
H -0.0470 0.0882 -2.1413 -0.1 0.0 0.1 0.110
H 1.5526 1.5444 -0.5246 -0.1 -0.1 0.0 0.112
H 2.1016 0.6886 -1.9556 0.2 0.0 0.2 0.132
H 4.0157 1.3786 -0.7186 0.2 0.1 0.3 0.093
H 4.5324 -0.2271 -1.1354 0.0 0.2 -0.1 0.118
H 6.0281 -0.1776 0.5155 0.2 0.4 0.2 0.102
H 4.6810 -0.5833 1.5376 0.1 0.2 0.1 0.094
H 4.2804 3.4494 -0.3759 0.1 -0.2 0.1 0.106
H 4.4046 4.7279 0.7800 0.3 -0.1 0.2 0.120
H 2.2197 3.9308 1.0198 0.0 -0.2 -0.2 0.062
H 3.0941 3.4167 2.4400 -0.1 -0.1 -0.1 0.087
H 2.6941 2.2107 1.2342 0.1 0.1 -0.1 0.054
H 5.1455 0.7465 5.0785 0.3 0.2 -0.3 0.118
H 5.4240 -0.2731 3.6628 0.2 0.3 -0.2 0.100
H 3.3131 -1.2025 4.0112 -0.1 0.0 0.3 0.063
H 2.6414 0.3828 3.6985 0.0 -0.1 0.0 0.066
H 3.0024 -0.0241 5.3551 0.1 -0.3 0.0 0.073
H 3.8311 -2.1311 -0.4999 0.1 0.4 -0.1 0.146
H 2.4732 -1.7281 -1.6353 0.3 -0.4 0.0 0.134
H -5.8146 2.9732 1.2969 0.3 -0.2 -0.1 0.072
H -7.0019 2.2406 0.2258 0.4 -0.1 -0.3 0.071
H -6.3375 0.7411 2.7007 0.0 0.2 0.3 0.074
H -7.3652 2.1540 2.9187 -0.1 0.0 -0.2 0.102
H -9.0569 1.0535 1.3491 0.0 0.0 0.0 0.071
H -7.8135 -0.1582 0.9241 -0.1 0.1 -0.1 0.064
H -8.4790 -0.1662 2.5308 -0.3 0.1 -0.1 0.070
N -0.0152 -5.3909 -3.6554 0.3 0.3 0.2 0.150
C 0.6217 -4.4796 -2.8770 -0.1 -0.1 -0.1 -0.680
N 0.0092 -4.1977 -1.6888 0.0 0.2 0.2 0.161
O 1.6712 -3.9402 -3.2057 0.1 0.2 0.1 0.004
H -0.8739 -5.8423 -3.4043 0.0 -0.1 -0.2 0.062
H 0.4077 -5.6197 -4.5348 -0.1 -0.1 0.0 0.097
H 0.4633 -3.5267 -1.0958 0.0 -0.1 0.2 0.064
H -0.8499 -4.6166 -1.3876 0.0 0.0 -0.1 0.096
N -1.6931 -8.4150 -6.6857 0.1 0.1 -0.1 0.155
C -1.8735 -8.2363 -5.3467 -0.1 -0.2 -0.1 -0.662
N -2.2975 -9.3388 -4.6662 0.0 0.0 0.2 0.154
O -1.6696 -7.1654 -4.7978 -0.1 -0.1 -0.1 0.013
H -1.8540 -9.2844 -7.1576 0.0 0.0 0.0 0.095
H -1.3816 -7.6220 -7.2163 0.0 0.0 0.0 0.107
H -2.4398 -9.2410 -3.6775 0.0 0.0 0.0 0.106
H -2.4704 -10.2267 -5.0977 0.0 0.0 0.0 0.095
```
Positions in Å, forces in eV/Å.

***

| no. | E_HOMO (eV) |
| --- | --- |
| 1 | -8.04 |
| 2 | -4.47 |
| 3 | -8.17 |